A single C5H2Cl2S molecule in a non-equilibrium geometry, computed with the ωB97M-V functional and the def2-TZVPD basis.

Structure (XYZ):
```
10
Properties=species:S:1:pos:R:3:lowdin_charge:R:1
S -2.70 0.88 -0.19 0.781
C -1.13 0.38 -0.13 -0.782
C -0.83 -1.06 0.05 -0.113
C 0.56 -1.17 0.15 0.004
C 1.17 0.28 -0.11 -0.683
Cl 2.85 0.57 -0.21 0.713
C 0.12 1.12 -0.05 -0.740
Cl 0.34 2.84 0.07 0.665
H -1.52 -1.82 0.04 0.075
H 1.14 -2.01 0.40 0.080
```

Calculated values
Strongest force on any atom ... 5.252 eV/A
Charge ... 0
Calculated total energy ... -1510.22848 Eh
Energy above the lowest of the compared OMol25 structures with the same formula, charge and spin ... 60.98 kJ/mol
Kohn-Sham gap ... 7.2 eV



A molecular structure, C3H5NO2, computed with the ωB97M-V functional and the def2-TZVPD basis.

Structure (XYZ):
```
11
Properties=species:S:1:pos:R:3:lowdin_charge:R:1
N -0.63 0.38 1.89 0.203
C -1.05 0.05 0.80 -0.352
O -1.47 0.51 -0.37 0.001
C -0.14 0.52 -1.03 -0.048
C 0.71 -0.56 -0.25 -0.349
O 1.48 -0.23 0.73 -0.129
H 0.46 -0.02 1.78 0.116
H -0.36 -1.05 0.29 0.156
H 0.29 1.51 -0.89 0.137
H -0.32 0.29 -2.08 0.125
H 1.03 -1.40 -0.88 0.140
```

Calculated values
Strongest force on any atom ... 0.772 eV/A
Charge ... 0
Calculated total energy ... -322.37532 Eh
Energy above the lowest of the compared OMol25 structures with the same formula, charge and spin ... 522.51 kJ/mol
Kohn-Sham gap ... 10.2 eV



3 unconnected molecules or ions with the total composition C15H40BNO8P in a non-equilibrium geometry, computed with the ωB97M-V functional and the def2-TZVPD basis.

Structure (XYZ):
```
66
Properties=species:S:1:pos:R:3:lowdin_charge:R:1
C -0.91 2.69 2.72 -0.097
C -0.79 1.05 2.64 -0.333
O -1.26 0.42 3.92 -0.128
C 0.68 0.49 2.15 -0.196
O 1.41 -0.19 3.23 -0.242
B 2.43 -1.14 2.68 -0.750
P 1.88 -2.96 3.06 0.637
N 2.66 -3.90 1.99 -0.423
H -1.46 2.97 3.73 0.081
H 0.11 3.26 2.59 0.072
H -1.61 3.06 1.83 0.072
H -1.57 0.71 1.81 0.130
H -2.21 0.10 3.76 0.108
H 1.31 1.37 1.66 0.125
H 0.49 -0.28 1.26 0.115
H 3.44 -0.89 3.23 0.014
H 2.57 -1.03 1.50 0.024
H 0.45 -2.99 2.96 -0.050
H 2.25 -3.36 4.39 -0.037
H 3.26 -4.57 2.52 -0.095
C 2.09 3.52 -2.86 -0.114
O 2.98 2.43 -2.70 -0.199
C 3.98 2.33 -3.71 -0.188
C 5.38 2.16 -3.11 -0.172
O 5.89 3.28 -2.39 -0.132
C 5.24 3.63 -1.16 -0.174
C 5.31 2.58 -0.05 -0.187
O 4.52 1.43 -0.36 -0.207
C 5.17 0.20 -0.13 -0.104
H 1.24 3.21 -3.47 0.085
H 1.73 3.82 -1.88 0.088
H 2.58 4.39 -3.32 0.082
H 3.97 3.21 -4.37 0.118
H 3.73 1.45 -4.32 0.125
H 6.07 2.01 -3.95 0.122
H 5.45 1.25 -2.52 0.106
H 4.21 3.93 -1.35 0.103
H 5.76 4.52 -0.80 0.122
H 4.91 3.00 0.88 0.124
H 6.36 2.31 0.11 0.121
H 6.25 0.25 -0.34 0.080
H 4.73 -0.55 -0.79 0.092
H 5.01 -0.12 0.91 0.086
C -2.67 -2.21 -2.09 -0.108
O -3.74 -2.84 -1.41 -0.211
C -3.44 -3.19 -0.06 -0.179
C -4.55 -2.71 0.90 -0.170
O -4.69 -1.30 1.04 -0.129
C -5.15 -0.57 -0.11 -0.171
C -6.56 -0.90 -0.59 -0.187
O -6.62 -2.20 -1.17 -0.206
C -7.73 -2.97 -0.73 -0.116
H -2.04 -2.98 -2.57 0.089
H -3.09 -1.57 -2.87 0.083
H -2.06 -1.59 -1.43 0.088
H -2.48 -2.77 0.27 0.128
H -3.37 -4.29 -0.01 0.127
H -4.29 -3.08 1.90 0.127
H -5.51 -3.17 0.66 0.101
H -4.42 -0.64 -0.92 0.106
H -5.14 0.49 0.20 0.126
H -6.86 -0.18 -1.36 0.121
H -7.25 -0.80 0.26 0.122
H -7.98 -2.78 0.32 0.085
H -7.46 -4.03 -0.83 0.087
H -8.60 -2.77 -1.36 0.084
```

Calculated values
Strongest force on any atom ... 3.503 eV/A
Charge ... -1
Calculated total energy ... -1618.19120 Eh
Energy above the lowest of the compared OMol25 structures with the same formula, charge and spin ... 158.82 kJ/mol
Kohn-Sham gap ... 5.7 eV



A molecular structure, C50H62N3O2P2RbSe2Si2 in a non-equilibrium geometry, computed with the ωB97M-V functional and the def2-TZVPD basis.

Structure (XYZ):
```
124
Properties=species:S:1:pos:R:3:lowdin_charge:R:1
Rb -0.48 -0.88 -1.65 0.892
C -0.36 4.43 -3.27 -0.181
Si 0.54 2.75 -3.31 0.313
C 2.32 3.14 -3.86 -0.175
C -0.27 1.77 -4.72 -0.177
N 0.42 1.75 -1.95 -0.370
P 0.72 2.07 -0.40 0.586
C 0.45 0.65 0.47 -0.525
P 0.59 0.52 2.15 0.608
N 0.20 -0.98 2.57 -0.263
Si -0.20 -1.72 4.03 0.313
C 1.17 -1.75 5.36 -0.186
C -1.72 -1.04 4.96 -0.183
C -0.65 -3.52 3.63 -0.179
C 2.29 0.91 2.75 -0.276
C 3.23 -0.12 2.76 -0.095
C 4.56 0.13 3.05 -0.097
C 4.98 1.43 3.32 -0.117
C 4.06 2.47 3.30 -0.097
C 2.73 2.21 3.01 -0.104
C -0.40 1.60 3.26 -0.272
C 0.00 1.95 4.55 -0.116
C -0.84 2.65 5.39 -0.110
C -2.11 3.01 4.97 -0.110
C -2.54 2.66 3.69 -0.087
C -1.69 1.95 2.85 -0.084
C 2.41 2.82 -0.38 -0.264
C 2.69 4.17 -0.56 -0.113
C 4.01 4.61 -0.64 -0.107
C 5.05 3.71 -0.57 -0.110
C 4.78 2.35 -0.42 -0.088
C 3.47 1.92 -0.33 -0.087
C -0.33 3.48 0.15 -0.278
C -1.64 3.47 -0.33 -0.108
C -2.57 4.40 0.11 -0.086
C -2.20 5.36 1.05 -0.111
C -0.91 5.35 1.55 -0.097
C 0.02 4.42 1.12 -0.101
H -0.20 4.99 -4.20 0.017
H -0.02 5.05 -2.43 0.012
H -1.44 4.28 -3.14 0.014
H 2.39 3.30 -4.94 0.014
H 2.97 2.30 -3.61 0.024
H 2.72 4.02 -3.35 0.006
H -0.14 2.28 -5.68 0.017
H -1.34 1.63 -4.56 0.018
H 0.18 0.78 -4.81 0.022
H 1.15 -0.85 5.97 0.009
H 2.16 -1.81 4.90 -0.001
H 1.06 -2.61 6.03 0.009
H -1.48 -0.14 5.53 0.003
H -2.12 -1.78 5.65 0.016
H -2.51 -0.78 4.25 0.025
H -0.10 -3.89 2.77 -0.007
H -1.72 -3.61 3.41 0.019
H -0.44 -4.19 4.48 0.014
H 2.87 -1.12 2.53 0.080
H 5.28 -0.68 3.07 0.093
H 6.02 1.63 3.53 0.088
H 4.38 3.48 3.49 0.095
H 2.01 3.02 3.00 0.092
H 0.99 1.65 4.89 0.098
H -0.52 2.90 6.40 0.092
H -2.78 3.55 5.63 0.088
H -3.53 2.94 3.35 0.100
H -2.01 1.65 1.86 0.106
H 1.88 4.89 -0.65 0.095
H 4.22 5.67 -0.78 0.092
H 6.08 4.05 -0.62 0.088
H 5.60 1.64 -0.36 0.099
H 3.24 0.86 -0.21 0.101
H -1.91 2.70 -1.05 0.091
H -3.58 4.38 -0.28 0.099
H -2.91 6.09 1.39 0.090
H -0.62 6.08 2.31 0.095
H 1.02 4.42 1.53 0.089
C -1.07 -2.34 -5.97 -0.113
C 0.07 -3.14 -5.97 -0.117
C 0.40 -3.83 -4.82 -0.063
C -0.38 -3.74 -3.67 -0.235
C -1.57 -2.99 -3.65 -0.355
C -1.85 -2.29 -4.83 -0.174
C 0.15 -4.45 -2.48 -0.229
C 0.38 -5.86 -2.54 -0.006
C 1.06 -6.48 -1.54 -0.019
C 1.52 -5.72 -0.44 -0.164
C 2.30 -6.26 0.61 -0.055
C 2.71 -5.47 1.65 -0.092
C 2.31 -4.12 1.70 -0.087
C 1.57 -3.56 0.70 -0.008
C 1.18 -4.34 -0.41 -0.195
N 0.50 -3.74 -1.43 0.151
H -1.34 -1.77 -6.85 0.089
H 0.71 -3.20 -6.85 0.085
H 1.30 -4.44 -4.80 0.104
H -2.75 -1.68 -4.84 0.079
H 0.01 -6.39 -3.40 0.112
H 1.26 -7.55 -1.57 0.107
H 2.58 -7.31 0.55 0.101
H 3.32 -5.88 2.44 0.094
H 2.60 -3.52 2.56 0.097
H 1.25 -2.52 0.76 0.094
C -4.41 -3.52 -3.27 -0.378
Se -3.23 -2.52 -2.07 0.872
C -4.91 -2.02 -0.89 -0.503
C -6.03 -1.22 -1.55 -0.594
Se -5.83 0.74 -1.50 0.838
C -4.11 0.88 -2.41 -0.443
H -5.07 -4.14 -2.66 0.015
H -3.79 -4.14 -3.91 0.010
H -5.01 -2.85 -3.88 0.010
H -4.48 -1.46 -0.07 0.020
H -5.33 -2.94 -0.48 0.037
H -7.00 -1.38 -1.07 0.036
H -6.15 -1.47 -2.61 0.027
H -4.20 0.43 -3.40 0.017
H -3.37 0.34 -1.83 -0.024
H -3.86 1.93 -2.49 0.004
O 1.94 -0.86 -2.42 -0.216
H 1.58 0.02 -2.17 -0.073
H 1.71 -1.41 -1.67 -0.061
O -2.00 -1.46 0.53 -0.239
H -1.93 -2.31 0.97 0.031
H -1.34 -0.91 1.00 -0.044
```

Calculated values
Strongest force on any atom ... 2.405 eV/A
Charge ... -2
Calculated total energy ... -8345.98812 Eh
Energy above the lowest of the compared OMol25 structures with the same formula, charge and spin ... 78.52 kJ/mol
Kohn-Sham gap ... 5.2 eV



A single C5H6O molecule in a non-equilibrium geometry, computed with the ωB97M-V functional and the def2-TZVPD basis.

Structure (XYZ):
```
12
Properties=species:S:1:pos:R:3:lowdin_charge:R:1
C 1.12 -1.43 -0.75 -0.030
C 0.17 -0.38 -0.16 -0.346
C -0.91 -0.25 0.66 -0.091
C -1.21 1.05 0.86 -0.147
C -0.25 1.71 0.35 -0.096
O 0.58 0.87 -0.47 0.000
H 1.20 -0.98 -1.88 0.123
H 0.96 -2.59 -0.77 0.098
H 2.12 -1.20 -0.18 0.097
H -1.85 -0.86 0.90 0.144
H -2.05 1.45 1.46 0.139
H 0.12 2.60 -0.03 0.109
```

Calculated values
Strongest force on any atom ... 7.113 eV/A
Charge ... 0
Calculated total energy ... -269.25957 Eh
Energy above the lowest of the compared OMol25 structures with the same formula, charge and spin ... 227.56 kJ/mol
Kohn-Sham gap ... 9.5 eV



A molecular structure, C34H35N3O4PbS3SeSi, computed with the ωB97M-V functional and the def2-TZVPD basis.

Structure (XYZ):
```
82
Properties=species:S:1:pos:R:3:lowdin_charge:R:1
Pb -0.51 -1.40 -0.03 0.813
S -3.05 -1.85 0.13 0.591
C -3.62 -1.74 -1.52 -0.688
C -4.85 -2.36 -1.82 -0.153
C -5.44 -2.25 -3.06 -0.136
C -4.78 -1.55 -4.07 -0.137
C -3.55 -0.98 -3.82 -0.152
C -2.94 -1.06 -2.56 -0.687
S -1.37 -0.32 -2.33 0.599
H -5.33 -2.92 -1.03 0.086
H -6.39 -2.72 -3.25 0.082
H -5.23 -1.45 -5.05 0.082
H -3.02 -0.45 -4.60 0.085
C -0.14 0.63 0.81 -0.349
Si 0.81 1.86 -0.14 0.597
C 2.33 1.17 -0.97 -0.240
N 2.14 0.03 -1.87 -0.182
C 1.96 0.41 -3.28 -0.203
C 2.98 -0.27 -4.20 -0.192
C 4.39 -0.07 -3.66 -0.199
C 4.51 -0.64 -2.23 -0.171
C 3.14 -1.02 -1.68 -0.206
C -0.24 2.91 -1.30 -0.265
C 0.32 3.58 -2.38 -0.100
C -0.44 4.42 -3.20 -0.101
C -1.79 4.59 -2.93 -0.111
C -2.37 3.94 -1.85 -0.090
C -1.60 3.11 -1.05 -0.100
C 1.53 3.12 1.09 -0.207
C 2.53 2.72 1.99 -0.089
C 3.07 3.60 2.92 -0.102
C 2.62 4.91 2.98 -0.121
C 1.63 5.33 2.10 -0.109
C 1.10 4.44 1.18 -0.089
H -1.15 0.94 1.09 0.006
H 0.42 0.34 1.70 -0.001
H 2.96 0.84 -0.14 0.083
H 2.89 2.00 -1.45 0.087
H 2.10 1.49 -3.38 0.093
H 0.94 0.19 -3.61 0.055
H 2.88 0.16 -5.20 0.105
H 2.75 -1.34 -4.29 0.110
H 4.61 1.00 -3.65 0.098
H 5.13 -0.53 -4.33 0.093
H 4.99 0.09 -1.57 0.094
H 5.15 -1.54 -2.22 0.102
H 3.17 -1.26 -0.62 0.099
H 2.78 -1.92 -2.17 0.091
H 1.37 3.46 -2.61 0.085
H 0.02 4.92 -4.04 0.090
H -2.39 5.23 -3.57 0.088
H -3.43 4.05 -1.65 0.096
H -2.08 2.58 -0.23 0.103
H 2.87 1.69 1.99 0.102
H 3.84 3.25 3.61 0.093
H 3.04 5.60 3.70 0.087
H 1.27 6.35 2.15 0.090
H 0.32 4.79 0.50 0.092
O -1.54 -4.27 2.19 0.001
C -1.56 -3.27 2.89 -0.547
N -1.16 -2.02 2.51 -0.146
S -1.29 -0.95 3.72 0.593
O 0.00 -0.55 4.24 -0.315
O -2.21 0.11 3.41 -0.317
C -2.02 -2.05 4.89 -0.215
C -2.45 -1.82 6.18 -0.045
C -2.95 -2.90 6.89 -0.098
C -3.00 -4.18 6.31 -0.092
C -2.56 -4.38 5.01 -0.011
C -2.08 -3.30 4.31 -0.127
H -2.41 -0.83 6.62 0.114
H -3.30 -2.76 7.91 0.091
H -3.39 -5.01 6.89 0.091
H -2.60 -5.35 4.54 0.116
C 1.80 -2.78 1.61 -0.279
O 1.43 -1.69 0.81 -0.493
H 2.85 -3.04 1.44 0.065
H 1.22 -3.69 1.41 0.014
H 1.68 -2.54 2.67 0.062
Se -0.31 -4.16 -0.85 0.588
C 1.07 -4.26 -2.07 -0.835
N 1.94 -4.40 -2.83 -0.011
```

Calculated values
Strongest force on any atom ... 0.650 eV/A
Charge ... -2
Calculated total energy ... -5860.26847 Eh
Energy above the lowest of the compared OMol25 structures with the same formula, charge and spin ... 51.01 kJ/mol
Kohn-Sham gap ... 6.3 eV